No. 1
Density functional theory data (ωB97M-V/def2-TZVPD) for a molecular structure, C13H23F3InO9 at a distorted geometry.

Output
Energy ... -1675.95168 Ha
Gap between HOMO and LUMO ... 6.36 eV
F_max ... 1.58 eV Å⁻¹
HOMO energy ... -4.239 eV
Total charge ... -1
2S+1 ... 1
Lowest unoccupied orbital energy ... 2.1 eV

Cartesian coordinates (Å):
C -2.029 -4.133 1.769
H -1.363 -0.026 -1.674
F 0.395 1.347 -0.911
O -2.768 -3.069 2.348
O 4.889 1.406 -2.118
H -4.043 0.213 -0.095
C 2.341 2.976 -0.084
H 2.021 3.893 -1.997
H -2.302 3.178 0.918
H 2.815 3.793 0.486
H -1.458 5.221 -2.215
H -3.533 -5.688 1.852
F 4.878 -1.077 1.556
H -0.968 -4.001 1.990
H -3.084 1.049 -1.334
H -2.525 2.727 -3.279
F -2.216 -4.121 0.425
O -3.038 -4.857 3.679
C -2.650 -5.349 2.397
O -2.233 0.868 0.591
C -1.160 -0.783 -0.912
O 4.627 0.449 -0.094
H 6.413 -1.658 -0.324
H -1.651 -1.712 -1.249
O 0.248 -1.052 -0.902
H 0.625 -0.297 -1.338
C 0.348 2.540 -1.687
C -1.700 -0.420 0.487
C 5.385 -1.619 -0.691
C 4.470 -0.911 0.268
In -1.721 3.481 -1.833
H 3.418 -1.191 0.181
H 0.647 2.247 -2.708
O -3.957 2.248 0.015
O -3.576 -2.812 4.434
H 3.160 2.455 -0.579
H 5.053 -2.629 -0.925
C -3.338 1.052 -0.258
C -2.964 3.292 0.045
H -0.837 -0.448 1.167
H 0.933 4.478 -0.747
C 4.941 0.456 -1.420
H -3.512 4.237 0.178
O 5.320 -0.779 -1.841
H -2.411 -1.180 0.883
H -1.952 -6.178 2.492
C 1.387 3.567 -1.157
H 1.847 2.324 0.641
C -3.170 -3.508 3.572

Force components x, y, z for each atom (eV/Å):
C -0.229 0.326 -0.562
H -0.145 0.037 0.393
F 0.270 0.505 0.124
O 0.345 -0.577 0.294
O 0.123 0.166 -0.097
H -0.096 0.313 0.088
C 0.239 0.650 -0.172
H -0.251 0.049 0.151
H -0.318 -0.048 -0.202
H -0.159 -0.156 -0.158
H 0.058 -0.209 0.148
H 0.049 0.164 -0.122
F -0.068 0.037 -0.050
H -0.008 0.056 -0.167
H 0.489 -0.071 0.238
H 0.084 0.039 0.276
F 0.078 0.040 0.101
O 0.127 0.034 -0.227
C 0.030 -0.564 0.156
O -0.092 -0.069 -0.141
C -0.098 -1.022 -0.180
O -0.064 -0.563 -0.278
H -0.078 0.096 0.158
H 0.105 0.204 0.063
O -0.572 -1.197 0.139
H 0.451 0.567 0.028
C -0.168 1.439 -0.631
C 0.621 -0.271 0.202
C 0.159 -0.498 -0.266
C 0.024 0.243 0.474
In -0.162 -0.048 -0.310
H 0.000 0.018 0.161
H 0.026 -0.188 0.383
O 0.150 -0.099 0.685
O -0.129 0.078 0.145
H -0.172 -0.235 0.184
H -0.052 0.111 -0.185
C -0.755 -0.361 -0.373
C 0.346 0.937 -0.331
H -0.127 0.060 -0.165
H -0.185 -0.270 -0.115
C 0.043 0.377 -0.216
H -0.005 -0.336 -0.051
O -0.083 -0.042 0.263
H 0.062 0.405 -0.498
H -0.024 0.061 0.205
C 0.420 -0.557 0.454
H 0.004 0.059 -0.253
C -0.267 0.314 0.239

Formally, the Löwdin partial charges of the atoms, in units of the elementary charge, are as follows:
1. C -0.31
2. H 0.11
3. F -0.17
4. O 0.12
5. O 0.19
6. H 0.14
7. C -0.11
8. H 0.10
9. H 0.04
10. H 0.07
11. H -0.12
12. H 0.14
13. F 0.07
14. H 0.18
15. H 0.08
16. H -0.12
17. F 0.08
18. O 0.07
19. C -0.06
20. O -0.13
21. C -0.22
22. O 0.13
23. H 0.14
24. H 0.11
25. O -0.10
26. H 0.04
27. C -0.37
28. C -0.19
29. C -0.07
30. C -0.30
31. In 0.49
32. H 0.18
33. H 0.06
34. O -0.19
35. O 0.19
36. H 0.03
37. H 0.14
38. C -0.35
39. C -0.30
40. H 0.13
41. H 0.06
42. C -0.55
43. H 0.03
44. O 0.07
45. H 0.10
46. H 0.14
47. C -0.28
48. H 0.07
49. C -0.55

***

No. 2
Density functional theory data (ωB97M-V/def2-TZVPD) for a molecular structure, C16H17BiN4O3.

Output
Energy ... -1278.71366 Ha
Gap between HOMO and LUMO ... 5.89 eV
F_max ... 0.57 eV Å⁻¹
HOMO energy ... -13.598 eV
Total charge ... +2
2S+1 ... 1
Lowest unoccupied orbital energy ... -7.7 eV

Cartesian coordinates (Å):
C -0.340 0.552 2.744
C 1.374 -5.059 -2.297
H 1.457 4.868 -1.912
C 0.540 4.730 -1.354
N -1.055 3.247 -0.397
H 0.358 1.120 3.356
C 0.222 -1.092 -1.358
C 0.078 3.460 -1.090
H 0.138 6.825 -1.089
C 0.675 -2.431 -1.685
H 1.758 2.319 -2.041
H -2.684 4.071 0.579
H -1.974 6.414 0.175
H -0.505 -5.622 -1.400
H -1.026 -0.497 5.376
H -2.589 -1.586 3.332
H -2.084 -1.103 1.701
H -0.327 -1.989 4.719
N 0.256 1.111 -1.370
C 1.888 -2.704 -2.326
C 0.790 2.256 -1.554
O -0.879 -0.995 -0.624
Bi -1.693 0.931 -0.269
N -0.782 -0.546 3.274
O -0.606 1.050 1.596
C 2.221 -4.024 -2.627
C -1.773 4.289 0.032
N 0.880 -0.025 -1.775
H -1.109 -3.297 -0.869
C -1.742 -1.467 2.659
C -0.200 5.815 -0.895
C -1.373 5.595 -0.195
H -1.259 -2.429 2.502
C -0.335 -0.906 4.643
O 2.715 -1.687 -2.636
H 1.656 -6.075 -2.546
C 0.162 -4.809 -1.652
C -0.171 -3.511 -1.356
H 3.507 -2.039 -3.062
H 3.162 -4.226 -3.126
H 0.671 -0.534 4.815

Force components x, y, z for each atom (eV/Å):
C 0.002 -0.072 -0.250
C 0.023 -0.043 -0.023
H -0.039 0.017 0.016
C 0.116 0.144 -0.049
N -0.058 0.246 -0.038
H 0.048 0.042 0.000
C 0.286 -0.050 -0.041
C 0.051 -0.294 0.004
H 0.000 -0.029 0.000
C -0.462 -0.043 0.209
H -0.040 0.043 -0.013
H 0.020 -0.007 -0.019
H 0.020 -0.021 -0.017
H 0.013 0.021 -0.008
H -0.020 -0.015 0.011
H -0.015 -0.016 -0.017
H -0.038 0.068 -0.079
H 0.038 -0.009 0.007
N -0.011 -0.002 -0.013
C 0.311 0.089 -0.201
C 0.029 0.350 -0.014
O -0.020 0.001 -0.075
Bi 0.049 -0.247 0.038
N 0.008 -0.017 0.111
O -0.109 -0.065 0.196
C 0.087 -0.042 -0.012
C 0.104 -0.226 -0.010
N -0.474 0.008 0.312
H -0.041 0.007 0.010
C 0.146 0.086 0.159
C 0.042 0.085 -0.027
C -0.002 0.053 0.002
H 0.005 -0.022 0.016
C -0.104 -0.040 -0.205
O 0.027 -0.176 -0.015
H -0.002 0.038 0.006
C 0.031 0.076 -0.010
C 0.001 -0.003 0.029
H 0.014 0.021 -0.010
H -0.018 -0.004 0.006
H -0.017 0.048 0.013

Formally, the natural (NBO) partial charges of the atoms, in units of the elementary charge, are as follows:
1. C 0.57
2. C -0.11
3. H 0.26
4. C -0.18
5. N -0.55
6. H 0.20
7. C 0.62
8. C 0.13
9. H 0.26
10. C -0.28
11. H 0.25
12. H 0.22
13. H 0.26
14. H 0.24
15. H 0.24
16. H 0.24
17. H 0.20
18. H 0.24
19. N -0.36
20. C 0.46
21. C 0.13
22. O -0.84
23. Bi 1.97
24. N -0.32
25. O -0.79
26. C -0.32
27. C 0.08
28. N -0.35
29. H 0.22
30. C -0.41
31. C -0.10
32. C -0.21
33. H 0.25
34. C -0.42
35. O -0.64
36. H 0.24
37. C -0.25
38. C -0.12
39. H 0.50
40. H 0.23
41. H 0.24

***

No. 3
Density functional theory data (ωB97M-V/def2-TZVPD) for a molecular structure, C2H6N4O2 at a distorted geometry.

Output
Energy ... -449.07557 Ha
Gap between HOMO and LUMO ... 8.40 eV
F_max ... 8.14 eV Å⁻¹
HOMO energy ... -9.297 eV
2S+1 ... 1
Lowest unoccupied orbital energy ... -0.9 eV

Cartesian coordinates (Å):
H -2.599 -1.440 -1.093
O -0.505 2.036 -0.061
H 3.055 -1.143 -0.390
N 2.074 1.281 0.054
H 1.690 -1.482 1.276
H -2.774 0.973 0.232
H 1.414 1.976 -0.060
O 0.056 0.004 -0.217
C 1.583 0.110 -0.148
N 2.030 -1.254 -0.169
N -1.980 0.367 -0.147
H -1.046 -1.255 0.623
C -0.792 0.914 -0.006
N -2.205 -1.087 0.106

Force components x, y, z for each atom (eV/Å):
H 2.697 0.596 4.750
O 0.221 6.404 1.041
H -0.920 -0.585 1.221
N 2.240 -5.399 -0.801
H 1.874 0.416 -5.038
H 1.501 -1.268 -0.797
H -1.926 1.737 -0.161
O 6.237 -5.224 -0.069
C -2.367 2.575 1.064
N -0.698 2.027 3.990
N -5.660 -0.411 1.901
H -4.441 -0.650 -3.205
C -0.567 -1.255 -2.042
N 1.810 1.037 -1.854

Formally, the natural (NBO) partial charges of the atoms, in units of the elementary charge, are as follows:
1. H 0.38
2. O -0.64
3. H 0.40
4. N -0.65
5. H 0.38
6. H 0.39
7. H 0.40
8. O -0.58
9. C 0.65
10. N -0.78
11. N -0.49
12. H 0.41
13. C 0.84
14. N -0.69